Record 1
{
  "formula": "C2H3N5O2",
  "method": "ωB97M-V/def2-TZVPD",
  "symbols": ["C", "C", "N", "N", "N", "N", "N", "O", "O", "H", "H", "H"],
  "xyz": [[-2.045, 0.288, -0.624], [-0.957, -0.987, 0.621], [-2.092, -0.906, -0.014], [-0.919, 0.927, -0.512], [-0.206, 0.114, 0.274], [1.106, 0.650, 0.679], [2.133, -0.032, 0.030], [1.753, -1.102, -0.421], [3.201, 0.562, 0.037], [-2.657, 0.681, -1.439], [-0.500, -1.843, 1.035], [1.184, 1.649, 0.334]],
  "e_lumo_ev": [0.960, -4.405],
  "mol_weight_g_mol": 129.08,
  "gap_ev": [9.094, 5.862],
  "e_tot_ev": -13658.60059,
  "spin_multiplicity": 3
}

Record 2
{
  "formula": "C46H46F5IrN6O2S",
  "method": "ωB97M-V/def2-TZVPD",
  "symbols": ["Ir", "C", "C", "C", "C", "C", "C", "C", "C", "C", "C", "C", "C", "N", "C", "O", "C", "C", "C", "C", "C", "N", "C", "O", "N", "C", "C", "C", "C", "C", "C", "C", "C", "C", "C", "C", "C", "H", "H", "H", "H", "H", "H", "H", "H", "H", "H", "H", "H", "H", "H", "H", "H", "H", "H", "H", "H", "H", "H", "H", "H", "H", "H", "H", "H", "H", "H", "H", "H", "H", "H", "H", "H", "H", "C", "N", "C", "C", "N", "C", "S", "C", "C", "C", "C", "C", "N", "H", "H", "H", "H", "H", "H", "H", "H", "H", "F", "C", "C", "C", "F", "C", "F", "C", "F", "C", "F"],
  "xyz": [[-0.554, 0.440, -0.251], [-2.581, 3.855, -3.000], [-1.269, 3.091, -3.185], [-0.240, 3.959, -3.918], [-1.427, 1.770, -3.898], [-2.222, 1.741, -5.035], [-2.309, 0.602, -5.812], [-1.549, -0.492, -5.465], [-0.728, -0.516, -4.335], [0.048, -1.831, -4.210], [-0.875, -2.929, -3.669], [1.397, -1.837, -3.503], [-0.714, 0.619, -3.501], [0.050, 0.634, -2.269], [1.362, 0.918, -2.393], [1.961, 1.299, -3.395], [2.149, 0.702, -1.115], [3.527, 0.677, -1.041], [4.117, 0.440, 0.196], [3.331, 0.259, 1.326], [1.958, 0.311, 1.182], [1.424, 0.523, -0.012], [0.967, 0.174, 2.309], [1.401, -0.083, 3.428], [-0.310, 0.457, 1.967], [-1.097, 0.778, 3.138], [-2.069, -0.093, 3.660], [-2.834, 0.313, 4.756], [-2.613, 1.508, 5.405], [-1.567, 2.301, 4.975], [-0.794, 1.960, 3.869], [0.424, 2.842, 3.623], [1.553, 2.503, 4.610], [0.132, 4.339, 3.791], [-2.379, -1.493, 3.158], [-3.404, -1.409, 2.034], [-1.163, -2.349, 2.817], [-2.425, 4.717, -2.347], [-3.352, 3.219, -2.560], [-2.959, 4.240, -3.949], [-0.872, 2.864, -2.207], [-0.592, 4.195, -4.925], [0.715, 3.439, -4.005], [-0.084, 4.903, -3.386], [-2.767, 2.630, -5.325], [-2.935, 0.581, -6.695], [-1.565, -1.372, -6.098], [0.271, -2.094, -5.248], [-1.308, -2.628, -2.716], [-0.326, -3.861, -3.521], [-1.700, -3.122, -4.356], [1.298, -1.732, -2.428], [2.044, -1.046, -3.877], [1.885, -2.795, -3.695], [4.093, 0.834, -1.948], [5.195, 0.392, 0.277], [3.738, 0.072, 2.309], [-3.596, -0.365, 5.126], [-3.205, 1.789, 6.267], [-1.321, 3.198, 5.532], [0.787, 2.659, 2.610], [1.218, 2.710, 5.630], [2.423, 3.134, 4.410], [1.849, 1.460, 4.550], [0.102, 4.609, 4.848], [-0.814, 4.642, 3.351], [0.927, 4.933, 3.335], [-2.871, -1.993, 3.998], [-3.017, -0.804, 1.216], [-4.315, -0.933, 2.408], [-3.670, -2.395, 1.646], [-0.652, -1.992, 1.929], [-1.480, -3.379, 2.635], [-0.449, -2.346, 3.641], [-5.532, 0.404, 0.652], [-4.550, 1.405, 1.039], [-4.660, 2.301, 2.089], [-3.573, 3.088, 2.065], [-2.793, 2.664, 0.993], [-3.395, 1.610, 0.386], [-2.841, 0.756, -0.961], [-1.661, 3.355, 0.501], [-1.722, 4.742, 0.506], [-0.629, 5.463, 0.075], [0.490, 4.770, -0.351], [0.444, 3.392, -0.365], [-0.614, 2.672, 0.039], [-6.206, 0.245, 1.490], [-5.018, -0.520, 0.401], [-6.094, 0.747, -0.215], [-5.493, 2.282, 2.768], [-3.252, 3.857, 2.741], [-2.628, 5.234, 0.829], [-0.656, 6.545, 0.068], [1.377, 5.276, -0.703], [1.283, 2.837, -0.751], [-2.881, -1.966, -0.823], [-1.671, -2.461, -0.502], [-0.537, -1.648, -0.366], [0.606, -2.440, -0.202], [1.844, -1.903, -0.117], [0.636, -3.823, -0.109], [1.801, -4.456, 0.062], [-0.532, -4.546, -0.182], [-0.533, -5.875, -0.086], [-1.695, -3.841, -0.389], [-2.853, -4.499, -0.520]],
  "e_lumo_ev": -0.501,
  "mol_weight_g_mol": 1034.19,
  "de_lowest_kcal_mol": 7.01,
  "gap_ev": 7.381,
  "e_tot_ev": -88748.51081
}

Record 3
{
  "formula": "C10H24F2FeNO10S2",
  "method": "ωB97M-V/def2-TZVPD",
  "symbols": ["Fe", "N", "S", "O", "O", "F", "S", "O", "O", "F", "C", "O", "O", "O", "C", "C", "C", "O", "H", "H", "H", "H", "H", "H", "H", "H", "C", "C", "C", "O", "H", "H", "H", "H", "H", "H", "H", "H", "C", "C", "C", "O", "H", "H", "H", "H", "H", "H", "H", "H"],
  "xyz": [[0.283, 0.109, -0.505], [-1.057, -0.246, -1.891], [-2.516, 0.126, -2.321], [-3.393, -0.953, -2.761], [-2.703, 1.480, -2.843], [-3.062, 0.290, -0.789], [-0.756, -1.026, -3.403], [-0.868, -0.197, -4.567], [-1.091, -2.434, -3.502], [0.830, -1.173, -3.279], [3.454, 0.025, -0.764], [2.207, 0.328, -0.855], [3.872, -1.034, -0.153], [4.444, 0.587, -1.362], [0.478, 4.143, 0.684], [-0.636, 3.495, -0.179], [-1.258, 4.395, -1.293], [-0.061, 2.323, -0.750], [1.353, 4.027, 0.041], [0.645, 3.589, 1.604], [0.316, 5.211, 0.833], [-1.480, 3.282, 0.479], [-1.604, 3.722, -2.081], [-0.515, 5.036, -1.768], [-2.167, 4.900, -0.971], [0.427, 2.670, -1.506], [0.638, -4.265, -1.002], [-0.044, -3.101, -0.275], [-0.351, -3.439, 1.183], [0.876, -2.028, -0.339], [-0.147, -4.874, -1.462], [1.175, -4.983, -0.380], [1.287, -4.023, -1.842], [-0.978, -2.840, -0.772], [-1.136, -2.826, 1.628], [0.572, -3.435, 1.765], [-0.732, -4.453, 1.324], [1.751, -2.284, -0.001], [1.283, 0.800, 2.615], [0.246, -0.280, 2.396], [-0.523, -0.570, 3.651], [-0.702, 0.049, 1.336], [2.117, 0.413, 3.198], [0.821, 1.644, 3.133], [1.670, 1.216, 1.684], [0.770, -1.221, 2.221], [0.157, -0.523, 4.504], [-0.942, -1.563, 3.836], [-1.372, 0.092, 3.841], [-1.577, -0.183, 1.658]],
  "e_lumo_ev": [2.073, 2.075],
  "mol_weight_g_mol": 476.27,
  "de_lowest_kcal_mol": 3.06,
  "total_charge": -1,
  "gap_ev": [4.783, 4.720],
  "e_tot_ev": -94216.69170,
  "spin_multiplicity": 5
}